Record 1
Molecular formula: C5H11N2O
Method: DFT, the ωB97M-V functional and the def2-TZVPD basis

Positions of all 19 atoms, in Å:
H (-0.26115, 1.39646, -3.55101)
C (-0.83171, 1.11239, -2.66208)
C (1.78255, 0.40049, -0.18303)
C (0.57767, -0.43573, -0.01518)
N (0.03904, 0.92122, -1.56242)
H (1.97576, 1.08737, 0.63833)
H (0.48882, -1.41186, -0.45961)
H (-0.16176, 0.83128, 1.37630)
H (-1.33388, 0.17036, -2.89705)
N (-0.36505, -0.12416, 1.04497)
H (0.73382, -1.12985, 2.55573)
H (-0.59974, -2.06693, 1.86757)
C (-0.28914, -1.07549, 2.18676)
H (-0.93913, -0.74278, 2.99300)
O (2.01060, 1.91057, -2.16368)
H (-1.58327, 1.87043, -2.43302)
H (2.68671, -0.16006, -0.40941)
C (1.34856, 1.20433, -1.46665)
H (-1.32656, -0.12335, 0.67233)

As for the energy relative to the best compared isomer or geometry (same formula, charge and spin): 96.38 kcal per mole. Its charge is +1. As for the HOMO energy (alpha / beta): -13.330 / -13.332 eV.

Atomic partial charges in e from the Mulliken method, atoms 1 to 6: H 0.365; C -0.915; C -0.751; C -0.125; N -0.120; H 0.266



Record 2
Molecular formula: C14H21AgF3N2O2
Method: DFT, the ωB97M-V functional and the def2-TZVPD basis

Positions of all 43 atoms, in Å:
H (3.18914, 1.73975, -2.37093)
C (-2.20780, -0.09490, -0.38694)
H (1.06942, 1.13905, -1.93390)
C (0.04023, -3.03882, 2.14466)
O (4.21060, 0.57106, -1.08421)
H (3.19865, 2.34229, -0.72067)
H (-1.33841, -2.98544, -2.08897)
H (-0.42096, -4.00344, -0.31664)
Ag (-2.15337, -1.02018, 2.63396)
F (-1.99669, 2.02735, 1.73434)
H (1.06172, -2.69774, 1.94501)
N (2.93119, 0.87405, 2.08507)
H (0.68656, -2.63663, -0.20033)
C (1.73515, 0.75075, -1.16343)
C (3.10692, 1.43045, -1.32227)
H (-2.97378, -2.08840, -0.36527)
H (-1.55478, -0.28681, 0.45187)
C (0.92343, 3.24485, 0.57072)
H (-2.99387, -1.37711, -1.97079)
H (-2.47959, 1.38766, -1.88234)
C (-0.37799, -2.91456, -0.18334)
H (-0.31382, 2.68427, -1.51114)
C (0.10086, 2.00924, 0.47457)
C (-2.39176, -1.46831, -1.06334)
H (3.99663, -0.09201, -0.41923)
H (0.56675, -0.15034, 0.43324)
F (-0.44765, 0.63474, 2.42733)
H (-1.63290, 2.99100, -0.43201)
H (1.88936, -0.31019, -1.40370)
H (-0.25794, -2.60807, 3.10624)
C (-0.65070, 1.90039, 1.85812)
O (-0.87201, -2.58737, 1.13553)
H (0.02397, -4.12972, 2.24008)
F (-0.25097, 2.79701, 2.76335)
C (-1.62582, 0.98277, -1.32588)
N (1.54316, 4.18161, 0.64211)
H (-1.00018, 0.48697, -2.07202)
C (-0.90174, 2.22672, -0.70889)
H (-3.19672, 0.22298, -0.03884)
C (2.14240, 0.83048, 1.28300)
C (-1.08918, -2.20791, -1.35919)
H (-0.36330, -1.55574, -1.85350)
C (1.07580, 0.79822, 0.24858)

As for the energy relative to the best compared isomer or geometry (same formula, charge and spin): 0.00 kcal per mole. Its charge is +1. As for the HOMO energy: -12.928 eV.

Atomic partial charges in e from the Mulliken method, atoms 1 to 6: H 0.411; C 1.336; H 0.472; C -0.690; O -0.533; H 0.293



Record 3
Molecular formula: C2H3IO2S
Method: DFT, the ωB97M-V functional and the def2-TZVPD basis

Positions of all 9 atoms, in Å:
S (-0.45100, -0.78697, 0.83429)
O (0.16145, -1.56622, 1.91602)
I (-1.03132, -2.40939, -0.91363)
H (0.95860, 1.96159, -1.36041)
C (0.34287, 1.17853, -0.89584)
C (0.73733, 0.29673, -0.00886)
H (-0.79498, 1.21765, -0.99172)
O (-1.63227, -0.01394, 1.17487)
H (1.70932, 0.12203, 0.24528)

As for the energy relative to the best compared isomer or geometry (same formula, charge and spin): 2.80 kcal per mole. The SMILES is C=CS(=O)(=O)I. As for the HOMO energy: -10.225 eV.

Atomic partial charges in e from the Mulliken method, atoms 1 to 6: S 0.732; O -0.548; I 0.062; H 0.280; C -0.452; C -0.175



Record 4
Molecular formula: C18H17IIrN2PS4Sb
Method: DFT, the ωB97M-V functional and the def2-TZVPD basis

Positions of all 45 atoms, in Å:
S (-2.38274, -1.08768, 0.66035)
H (-0.10043, 1.93928, 4.93032)
S (-0.95710, 1.28008, -0.97232)
S (-4.51571, 2.05365, -0.12242)
H (4.15113, 1.80652, 2.00051)
S (-3.83056, -0.65613, -2.92984)
H (4.63805, -0.21568, -1.75761)
Sb (-3.39487, 0.33714, -0.99444)
H (2.24638, -0.78583, -1.65790)
C (-0.58482, -1.26939, 3.93402)
C (-2.23325, 2.45789, 2.72869)
P (-0.06946, 0.84365, 2.21807)
H (0.75159, 3.59980, 1.57795)
H (-0.49152, 5.72526, 1.62920)
N (1.59580, 1.22592, 2.19615)
H (-0.94804, -2.92160, 5.24898)
C (-2.30180, 4.83004, 2.35819)
H (-3.97447, 3.66010, 3.02318)
C (-0.97657, 4.81098, 1.94514)
H (5.62445, 1.12519, 0.12944)
C (-0.19172, -1.56932, -1.48200)
C (-0.89862, 2.43948, 2.33188)
C (-0.40029, 0.27287, 6.24009)
H (-2.73867, 1.53758, 2.99730)
Ir (-0.20133, -0.39628, 0.24614)
H (-1.12110, -2.12405, -1.59293)
C (4.04098, 0.10167, -0.91608)
C (2.41759, 0.85985, 1.15690)
C (-0.25374, 0.86782, 4.99918)
I (-0.02090, -0.49746, -3.35423)
H (2.03018, 1.74341, 2.94520)
C (-2.93076, 3.65477, 2.74026)
N (1.89374, 0.13854, 0.14644)
C (-0.64349, -1.09339, 6.32882)
C (4.57886, 0.84678, 0.13034)
H (0.65025, -2.26765, -1.50042)
C (3.76840, 1.22777, 1.17092)
C (-0.74046, -1.86211, 5.18007)
H (-0.33907, 0.87332, 7.13814)
H (-0.68598, -1.86410, 3.03420)
H (-2.85178, 5.76194, 2.36257)
C (-0.27500, 3.61574, 1.92301)
C (-0.33349, 0.09499, 3.83978)
H (-0.76946, -1.55536, 7.29937)
C (2.70942, -0.22391, -0.86350)

As for the energy relative to the best compared isomer or geometry (same formula, charge and spin): 0.00 kcal per mole. Its spin multiplicity is 2. As for the HOMO energy (alpha / beta): -7.622 / -7.594 eV.

Atomic partial charges in e from the Mulliken method, atoms 1 to 6: S -0.446; H 0.382; S -0.400; S -0.533; H 0.363; S -0.532



Record 5
Molecular formula: C3H12N2O2
Method: DFT, the ωB97M-V functional and the def2-TZVPD basis

Positions of all 19 atoms, in Å:
H (-1.31939, -0.51723, -2.24354)
C (-1.55219, -0.95320, 1.07600)
C (-1.81183, -0.86931, -1.33956)
H (-1.96692, -1.94783, -1.40239)
C (1.68421, 1.34424, 0.01234)
H (1.56126, -0.89619, -0.51254)
N (2.00992, 1.00940, 1.30574)
O (2.80916, 1.58447, -0.72662)
N (-0.95636, -0.57689, -0.19831)
H (-0.87167, -0.67101, 1.87768)
O (0.63164, 1.90021, -0.26340)
H (-2.78830, -0.37251, -1.26902)
H (2.54571, 2.04379, -1.53591)
H (2.95473, 0.71188, 1.48166)
H (-1.71157, -2.03241, 1.08844)
H (-2.51586, -0.45664, 1.25294)
H (1.34399, 1.25174, 2.02075)
H (0.71077, -0.97814, -0.43591)
H (-0.75729, 0.42564, -0.18835)

As for the energy relative to the best compared isomer or geometry (same formula, charge and spin): 44.00 kcal per mole. As for the HOMO energy: -8.415 eV.

Atomic partial charges in e from the Mulliken method, atoms 1 to 6: H 0.287; C -0.947; C -0.996; H 0.337; C 0.570; H 0.105



Record 6
Molecular formula: C6H6O2
Method: DFT, the ωB97M-V functional and the def2-TZVPD basis

Positions of all 14 atoms, in Å:
H (-0.89987, -2.46356, -0.46302)
C (-0.62185, -1.39168, -0.09761)
C (1.31794, 0.07885, 0.54171)
H (-2.43280, -0.07398, -0.58872)
H (-1.15683, 2.01394, -0.64351)
H (1.38066, 2.31765, 0.67528)
O (-1.23781, -0.82893, 1.04766)
C (0.76250, -0.85976, -0.43209)
C (0.76381, 1.49683, 0.23119)
C (-0.53290, 1.27789, -0.17309)
H (1.25215, -0.11678, 1.62020)
H (0.56516, -0.43593, -1.48552)
C (-1.31808, -0.01446, -0.25137)
O (2.15793, -1.00009, 0.01889)

As for the energy relative to the best compared isomer or geometry (same formula, charge and spin): 131.24 kcal per mole. The SMILES is C1=C[C@@H]2O[C@H]2[C@H]2O[C@@H]12. As for the HOMO energy: -9.422 eV.

Atomic partial charges in e from the Mulliken method, atoms 1 to 6: H 0.334; C -0.010; C 0.041; H 0.343; H 0.414; H 0.319



Please write out number 1 again, unchanged.
Molecular formula: C5H11N2O
Method: DFT, the ωB97M-V functional and the def2-TZVPD basis

Positions of all 19 atoms, in Å:
H (-0.26115, 1.39646, -3.55101)
C (-0.83171, 1.11239, -2.66208)
C (1.78255, 0.40049, -0.18303)
C (0.57767, -0.43573, -0.01518)
N (0.03904, 0.92122, -1.56242)
H (1.97576, 1.08737, 0.63833)
H (0.48882, -1.41186, -0.45961)
H (-0.16176, 0.83128, 1.37630)
H (-1.33388, 0.17036, -2.89705)
N (-0.36505, -0.12416, 1.04497)
H (0.73382, -1.12985, 2.55573)
H (-0.59974, -2.06693, 1.86757)
C (-0.28914, -1.07549, 2.18676)
H (-0.93913, -0.74278, 2.99300)
O (2.01060, 1.91057, -2.16368)
H (-1.58327, 1.87043, -2.43302)
H (2.68671, -0.16006, -0.40941)
C (1.34856, 1.20433, -1.46665)
H (-1.32656, -0.12335, 0.67233)

As for the energy relative to the best compared isomer or geometry (same formula, charge and spin): 96.38 kcal per mole. Its charge is +1. As for the HOMO energy (alpha / beta): -13.330 / -13.332 eV.

Atomic partial charges in e from the Mulliken method, atoms 1 to 6: H 0.365; C -0.915; C -0.751; C -0.125; N -0.120; H 0.266



energy relative to the best compared isomer or geometry (same formula, charge and spin) of number 6 (C6H6O2)?
131.24 kcal per mole



Copy entry 4 word for word.
Molecular formula: C18H17IIrN2PS4Sb
Method: DFT, the ωB97M-V functional and the def2-TZVPD basis

Positions of all 45 atoms, in Å:
S (-2.38274, -1.08768, 0.66035)
H (-0.10043, 1.93928, 4.93032)
S (-0.95710, 1.28008, -0.97232)
S (-4.51571, 2.05365, -0.12242)
H (4.15113, 1.80652, 2.00051)
S (-3.83056, -0.65613, -2.92984)
H (4.63805, -0.21568, -1.75761)
Sb (-3.39487, 0.33714, -0.99444)
H (2.24638, -0.78583, -1.65790)
C (-0.58482, -1.26939, 3.93402)
C (-2.23325, 2.45789, 2.72869)
P (-0.06946, 0.84365, 2.21807)
H (0.75159, 3.59980, 1.57795)
H (-0.49152, 5.72526, 1.62920)
N (1.59580, 1.22592, 2.19615)
H (-0.94804, -2.92160, 5.24898)
C (-2.30180, 4.83004, 2.35819)
H (-3.97447, 3.66010, 3.02318)
C (-0.97657, 4.81098, 1.94514)
H (5.62445, 1.12519, 0.12944)
C (-0.19172, -1.56932, -1.48200)
C (-0.89862, 2.43948, 2.33188)
C (-0.40029, 0.27287, 6.24009)
H (-2.73867, 1.53758, 2.99730)
Ir (-0.20133, -0.39628, 0.24614)
H (-1.12110, -2.12405, -1.59293)
C (4.04098, 0.10167, -0.91608)
C (2.41759, 0.85985, 1.15690)
C (-0.25374, 0.86782, 4.99918)
I (-0.02090, -0.49746, -3.35423)
H (2.03018, 1.74341, 2.94520)
C (-2.93076, 3.65477, 2.74026)
N (1.89374, 0.13854, 0.14644)
C (-0.64349, -1.09339, 6.32882)
C (4.57886, 0.84678, 0.13034)
H (0.65025, -2.26765, -1.50042)
C (3.76840, 1.22777, 1.17092)
C (-0.74046, -1.86211, 5.18007)
H (-0.33907, 0.87332, 7.13814)
H (-0.68598, -1.86410, 3.03420)
H (-2.85178, 5.76194, 2.36257)
C (-0.27500, 3.61574, 1.92301)
C (-0.33349, 0.09499, 3.83978)
H (-0.76946, -1.55536, 7.29937)
C (2.70942, -0.22391, -0.86350)

As for the energy relative to the best compared isomer or geometry (same formula, charge and spin): 0.00 kcal per mole. Its spin multiplicity is 2. As for the HOMO energy (alpha / beta): -7.622 / -7.594 eV.

Atomic partial charges in e from the Mulliken method, atoms 1 to 6: S -0.446; H 0.382; S -0.400; S -0.533; H 0.363; S -0.532